1.
C5H8N3OS | the ωB97M-V functional and the def2-TZVPD basis

XYZ file:
```
18
Properties=species:S:1:pos:R:3
C -2.7370 0.5009 -0.3270
C -2.3325 1.7946 -0.1994
C -0.1381 0.4175 0.4162
C 2.2800 0.5266 -0.1293
C 3.4519 -0.4040 -0.1013
N -1.7938 -0.4699 -0.2972
N -2.1393 -1.7037 0.1466
N 1.0131 -0.2071 0.3584
O 2.0993 1.6556 -0.4275
S -0.6347 1.9980 0.2625
H -3.7019 0.1757 -0.1795
H -2.9821 2.6956 -0.3949
H 3.2823 -0.8693 -1.0764
H 3.4579 -1.0087 0.8473
H 4.3544 0.2164 -0.1271
H -1.9332 -2.5155 -0.4479
H -2.8256 -1.7725 0.7969
H 1.2793 -1.0302 0.8796
```

Net charge: +1
HOMO-LUMO gap in eV: 8.22
ΔE to the lowest compared entry with this formula, charge and spin in eV: 3.425
Highest occupied orbital energy in eV: -12.83

2.
C7H17AlBrF3N | the ωB97M-V functional and the def2-TZVPD basis

XYZ file:
```
30
Properties=species:S:1:pos:R:3
F -1.9708 2.2354 1.8037
C -2.3093 3.1610 0.8388
F -1.9016 2.5651 -0.3339
F -1.4005 4.1720 1.0262
Al -4.2993 3.7101 0.9030
Br -5.5661 1.6933 1.0468
H -4.4727 4.6445 2.1990
H -4.6957 4.5057 -0.4310
C 2.8148 -3.1083 -0.2499
C 2.3461 -1.7409 0.2251
N 1.7698 -0.9405 -0.8333
C 1.5883 0.4568 -0.4667
C 0.6030 0.7864 0.6575
C 0.6619 -1.5529 -1.5451
C -0.5576 -2.0042 -0.7290
H 3.4934 -3.0102 -1.0984
H 3.3439 -3.6180 0.5569
H 1.9825 -3.7464 -0.5481
H 3.2101 -1.1911 0.6079
H 1.6655 -1.8776 1.0815
H 1.2930 1.0015 -1.3669
H 2.5762 0.8469 -0.1970
H -0.4289 0.6762 0.3445
H 0.7264 1.8253 0.9625
H 0.7646 0.1661 1.5410
H 1.0495 -2.4168 -2.0935
H 0.3388 -0.8468 -2.3129
H -0.2653 -2.5573 0.1650
H -1.1792 -2.6672 -1.3346
H -1.1809 -1.1684 -0.4191
```

Net charge: -1
HOMO-LUMO gap in eV: 8.52
Highest occupied orbital energy in eV: -5.64

3.
C3H7NO2 | the ωB97M-V functional and the def2-TZVPD basis

XYZ file:
```
13
Properties=species:S:1:pos:R:3
C -2.1584 -0.0365 -0.6138
N -1.3198 -0.0536 0.5464
C -0.0563 -0.0454 0.5302
O 0.5219 -0.1161 1.7450
O 0.7611 0.0442 -0.5240
C 2.1778 0.0888 -0.3234
H -2.7391 0.8940 -0.6385
H -2.8750 -0.8599 -0.5138
H -1.6101 -0.1441 -1.5550
H -0.3243 -0.0722 2.2429
H 2.4868 0.9613 0.2624
H 2.6016 0.1594 -1.3273
H 2.5339 -0.8198 0.1689
```

Structure (SMILES): C/N=C(/O)OC
Net charge: 0
HOMO-LUMO gap in eV: 10.11
ΔE to the lowest compared entry with this formula, charge and spin in eV: 1.654
Highest occupied orbital energy in eV: -9.21

4.
FHIOP | the ωB97M-V functional and the def2-TZVPD basis

XYZ file:
```
5
Properties=species:S:1:pos:R:3
O -1.5653 0.0667 0.3937
F -1.8225 -1.2222 0.7476
P 1.0429 0.4404 0.4898
I 1.6545 -0.8697 -1.3910
H 0.6904 1.5848 -0.2401
```

Net charge: 0
HOMO-LUMO gap (alpha / beta) in eV: 7.00 / 7.01
ΔE to the lowest compared entry with this formula, charge and spin in eV: 7.667
Highest occupied orbital energy (alpha / beta) in eV: -9.50 / -9.51

5.
C28H80N4O12 | the ωB97M-V functional and the def2-TZVPD basis

XYZ file:
```
124
Properties=species:S:1:pos:R:3
C 13.7941 9.5598 -16.7244
O 13.0177 10.2773 -15.7368
H 14.7764 9.3110 -16.2573
H 13.7949 10.0658 -17.7085
H 13.3082 8.5923 -16.9060
H 12.5448 9.6679 -15.1559
C 14.7205 14.6516 -19.4872
O 14.1202 14.3653 -18.2118
H 13.9259 14.6663 -20.2466
H 15.6120 13.9499 -19.6753
H 15.1592 15.6580 -19.5638
H 13.1888 14.1100 -18.2729
C 15.2845 15.4971 -13.0050
O 14.7495 16.7443 -12.7051
N 15.7992 14.7138 -12.1509
N 15.3198 14.9143 -14.1727
H 15.9469 15.0791 -11.1437
H 16.2311 13.8501 -12.3049
H 14.9490 15.4445 -14.9817
H 15.9820 14.2049 -14.4150
C 15.3747 17.0792 -16.3634
O 16.0944 17.2204 -17.4995
N 15.6855 17.8005 -15.2892
N 14.3205 16.3167 -16.2409
H 16.3522 18.4996 -15.3624
H 15.3248 17.4824 -14.3809
H 14.1055 15.5897 -16.9433
H 13.4486 16.5241 -15.6662
C 22.4532 10.7716 -13.9481
C 21.0459 10.3439 -14.3647
C 20.7087 10.9147 -15.7156
O 20.9284 9.1522 -14.4392
H 22.7109 10.4632 -12.9607
H 22.4850 11.9251 -13.8696
H 23.2613 10.4950 -14.5998
H 20.3873 10.6308 -13.5224
H 21.2831 10.4140 -16.4826
H 20.9087 12.0137 -15.8436
H 19.7201 10.7217 -15.9566
H 21.2288 8.6938 -13.6305
C 15.8260 7.9522 -14.2465
C 17.3088 7.7633 -14.3615
C 17.8552 8.4446 -15.6237
O 17.9050 8.3072 -13.3781
H 15.4923 8.9813 -14.3207
H 15.5163 7.6023 -13.2055
H 15.2923 7.3247 -14.9488
H 17.5937 6.6678 -14.3115
H 18.9864 8.4407 -15.6729
H 17.4826 9.4782 -15.6831
H 17.4820 7.9367 -16.4595
H 17.3518 9.0323 -13.0785
C 19.4282 15.6562 -14.3080
C 20.0956 14.7885 -13.1987
C 19.7220 15.2123 -11.7784
O 19.8229 13.6115 -13.3170
H 19.8268 15.4390 -15.3116
H 19.8314 16.6128 -14.0579
H 18.3487 15.6498 -14.3031
H 21.1628 14.9628 -13.2111
H 20.0762 16.2475 -11.6726
H 20.1525 14.6097 -10.9911
H 18.6358 15.1615 -11.6738
H 20.3481 13.0462 -12.7300
C 17.0754 10.0769 -18.5158
C 16.0474 10.8565 -19.4113
C 16.7776 11.5202 -20.5571
O 15.0664 10.2852 -19.9125
H 17.7368 10.7684 -18.0116
H 17.6371 9.3206 -19.0847
H 16.5734 9.5359 -17.6793
H 15.6235 11.6316 -18.8034
H 17.5338 12.1389 -20.2163
H 16.1731 12.1422 -21.2087
H 17.3141 10.8113 -21.2408
H 14.3291 10.8804 -19.9494
C 9.7433 14.8243 -16.3920
C 11.1405 14.5398 -16.8438
C 11.9546 13.7962 -15.7289
O 11.2614 13.9369 -17.9067
H 9.2169 13.8679 -16.2607
H 9.1267 15.3422 -17.1418
H 9.5915 15.4048 -15.4683
H 11.5984 15.5368 -16.9395
H 11.8605 14.3613 -14.8631
H 13.0093 13.6411 -15.9599
H 11.5618 12.7952 -15.4707
H 10.8510 14.4496 -18.5798
C 15.8442 11.8700 -15.6077
C 17.2000 12.5464 -15.5775
C 17.4298 13.5104 -16.6895
O 17.3634 13.1453 -14.5184
H 15.5268 11.7836 -16.6232
H 15.1000 12.4834 -15.0277
H 15.7587 10.9336 -15.0736
H 17.9121 11.6989 -15.6652
H 17.1870 13.0852 -17.6608
H 18.5418 13.7701 -16.7687
H 16.8050 14.3744 -16.4574
H 18.2942 13.3840 -14.3692
C 12.7504 12.0612 -12.6880
C 12.7410 12.2846 -11.1949
C 11.4234 12.8554 -10.5950
O 13.0645 11.2820 -10.5706
H 13.6929 11.4850 -12.8865
H 12.7304 12.9843 -13.2142
H 11.9139 11.4386 -12.9501
H 13.6427 12.8848 -10.9405
H 11.6869 13.2834 -9.6235
H 10.6315 12.1781 -10.3313
H 11.0900 13.6939 -11.1187
H 13.2289 11.5860 -9.7040
C 15.7971 10.1789 -11.2142
C 16.4685 11.2650 -12.0508
C 17.3025 12.1507 -11.1453
O 17.2190 10.9362 -12.9890
H 14.8886 9.7957 -11.6263
H 15.5846 10.6620 -10.2474
H 16.4890 9.3415 -11.1678
H 15.7351 11.8913 -12.5284
H 17.8766 12.8785 -11.6493
H 18.0539 11.6473 -10.5687
H 16.7403 12.7435 -10.4351
H 17.1525 11.6351 -13.6882
```

Structure (SMILES): NC(N)=O.NC(N)=O.CC(C)O.CC(C)O.CC(C)O.CC(C)O.CC(C)O.CC(C)O.CC(C)O.CC(C)O.CO.CO
Net charge: 0
HOMO-LUMO gap in eV: 9.12
ΔE to the lowest compared entry with this formula, charge and spin in eV: 7.092
Highest occupied orbital energy in eV: -8.78

Values of E_tot, in order: -22657.317; -93820.590; -8808.875; -22164.709; -60852.959, all in eV.